Entry 1:
DFT (the ωB97M-V functional and the def2-TZVPD basis) results for a structure of composition C25H39As3F6N3O6PdS2.

The total charge is +1. The lowest unoccupied orbital energy is -3.46 eV. The energy is -9822.3262 Ha. As for the frontier orbital gap: 0.27021 Ha. The calculation puts the energy relative to the best compared isomer or geometry (same formula, charge and spin) at 0.0 kJ/mol. The HOMO energy is -10.81 eV.

CARTESIAN COORDINATES (ANGSTROEM)
Pd1 0.048 -0.502 -1.606
C1 -1.035 -4.094 -1.875
As1 -0.652 -2.611 -0.676
C2 -2.307 -2.466 0.339
C3 0.406 -3.327 0.793
C4 1.902 -3.564 0.606
C5 2.155 -4.458 -0.609
C6 2.624 -2.227 0.464
As2 2.328 -1.128 -1.113
C7 3.523 0.321 -0.585
C8 3.351 -1.923 -2.561
C9 2.453 -4.305 1.844
As3 2.559 -3.628 3.726
C10 1.224 -2.194 3.880
C11 4.132 -2.459 3.574
H1 -1.142 -5.000 -1.279
H2 -0.250 -4.231 -2.614
H3 -1.972 -3.896 -2.393
H4 -2.289 -3.251 1.093
H5 -3.181 -2.609 -0.288
H6 -2.354 -1.496 0.832
H7 -0.095 -4.263 1.058
H8 0.229 -2.618 1.600
H9 1.779 -4.018 -1.539
H10 1.667 -5.425 -0.480
H11 3.224 -4.639 -0.739
H12 3.707 -2.377 0.498
H13 2.357 -1.568 1.290
H14 4.235 -0.093 0.128
H15 2.978 1.128 -0.110
H16 4.072 0.695 -1.446
H17 4.282 -2.316 -2.154
H18 3.580 -1.146 -3.289
H19 2.802 -2.718 -3.058
H20 3.496 -4.570 1.637
H21 1.924 -5.259 1.919
H22 0.212 -2.597 3.891
H23 1.301 -1.420 3.120
H24 1.395 -1.726 4.850
H25 5.003 -3.053 3.298
H26 4.320 -2.028 4.557
H27 4.004 -1.644 2.863
O1 -0.598 6.346 -1.888
C12 0.685 5.771 -1.812
C13 0.573 4.283 -1.979
C14 1.696 3.509 -2.248
C15 1.565 2.142 -2.314
N1 0.400 1.509 -2.145
C16 -0.707 2.260 -1.978
C17 -0.648 3.640 -1.873
C18 -1.988 1.519 -1.967
C19 -3.210 2.160 -1.922
C20 -4.379 1.419 -1.908
C21 -5.706 2.100 -1.700
O2 -5.587 3.385 -1.155
C22 -4.274 0.045 -2.081
C23 -3.025 -0.526 -2.162
N2 -1.892 0.176 -2.049
H28 -0.602 7.196 -1.440
H29 1.159 5.963 -0.843
H30 1.348 6.167 -2.590
H31 2.668 3.961 -2.396
H32 2.419 1.519 -2.534
H33 -1.535 4.223 -1.697
H34 -3.268 3.231 -1.838
H35 -6.346 1.449 -1.092
H36 -6.192 2.211 -2.673
H37 -5.084 3.347 -0.329
H38 -5.154 -0.585 -2.122
H39 -2.914 -1.587 -2.327
F1 2.036 1.103 2.475
C24 0.999 1.916 2.206
F2 1.318 2.636 1.118
F3 0.831 2.736 3.230
S1 -0.516 0.886 1.909
O3 -0.023 -0.122 0.985
O4 -0.936 0.449 3.199
N3 -1.447 1.872 1.128
S2 -2.861 2.384 1.652
O5 -3.656 1.367 2.260
O6 -3.433 3.183 0.602
C25 -2.494 3.629 2.977
F4 -2.113 3.036 4.100
F5 -1.520 4.451 2.568
F6 -3.589 4.345 3.209



Entry 2:
DFT (the ωB97M-V functional and the def2-TZVPD basis) results for a structure of composition C67H57N10NaOP2S3Se2.

The total charge is 0. The lowest unoccupied orbital energy is 0.00 eV. The energy is -10052.4000 Ha. As for the frontier orbital gap: 0.25053 Ha. The calculation puts the energy relative to the best compared isomer or geometry (same formula, charge and spin) at 150.4 kJ/mol. The HOMO energy is -6.81 eV.

CARTESIAN COORDINATES (ANGSTROEM)
Na1 -0.322 0.649 -0.510
Se1 7.234 0.266 -1.935
P1 6.513 -0.510 -0.125
C1 7.127 -2.213 0.060
C2 6.360 -3.331 -0.226
C3 6.935 -4.594 -0.210
C4 8.280 -4.739 0.083
C5 9.057 -3.620 0.360
C6 8.484 -2.361 0.343
C7 7.152 0.276 1.392
C8 7.935 1.417 1.344
C9 8.388 1.989 2.525
C10 8.055 1.422 3.746
C11 7.270 0.276 3.791
C12 6.819 -0.300 2.615
C13 4.735 -0.326 0.108
C14 3.459 -0.906 0.189
N1 2.573 0.104 0.352
N2 3.261 1.227 0.381
N3 4.547 1.005 0.246
P2 2.837 -2.582 0.287
Se2 0.765 -2.782 0.606
C15 3.317 -3.326 -1.310
C16 3.260 -2.458 -2.400
C17 3.557 -2.913 -3.674
C18 3.916 -4.238 -3.873
C19 3.942 -5.114 -2.799
C20 3.631 -4.665 -1.524
C21 3.698 -3.258 1.753
C22 3.773 -2.381 2.836
C23 4.260 -2.812 4.058
C24 4.678 -4.126 4.215
C25 4.591 -5.007 3.150
C26 4.095 -4.579 1.927
H1 5.320 -3.210 -0.477
H2 6.330 -5.464 -0.439
H3 8.730 -5.724 0.092
H4 10.111 -3.730 0.577
H5 9.085 -1.481 0.540
H6 8.175 1.849 0.379
H7 9.006 2.878 2.495
H8 8.406 1.871 4.667
H9 7.014 -0.170 4.745
H10 6.210 -1.196 2.641
H11 2.991 -1.421 -2.243
H12 3.513 -2.230 -4.511
H13 4.176 -4.588 -4.864
H14 4.203 -6.154 -2.948
H15 3.631 -5.372 -0.710
H16 3.438 -1.358 2.714
H17 4.305 -2.124 4.893
H18 5.063 -4.464 5.169
H19 4.898 -6.039 3.268
H20 4.020 -5.290 1.120
N4 -1.865 1.444 0.722
S1 -2.905 2.321 0.248
N5 -4.496 1.755 0.403
S2 -5.050 0.515 -0.314
N6 -4.268 -0.681 -0.832
S3 -2.879 -1.540 -0.398
N7 -1.628 -1.006 -0.874
C27 -3.262 -1.887 1.360
C28 -2.895 -0.965 2.329
C29 -3.295 -1.157 3.643
C30 -4.053 -2.264 3.993
C31 -4.380 -3.205 3.030
C32 -3.981 -3.024 1.713
C33 -3.375 -3.092 -1.188
C34 -4.701 -3.467 -1.360
C35 -4.986 -4.691 -1.944
C36 -3.950 -5.523 -2.352
C37 -2.629 -5.130 -2.189
C38 -2.337 -3.906 -1.603
C39 -6.320 -0.074 0.799
C40 -7.270 -0.953 0.299
C41 -8.177 -1.529 1.171
C42 -8.123 -1.228 2.527
C43 -7.177 -0.336 3.010
C44 -6.266 0.249 2.143
C45 -5.981 1.034 -1.760
C46 -6.657 2.241 -1.712
C47 -7.310 2.691 -2.848
C48 -7.284 1.931 -4.010
C49 -6.614 0.716 -4.041
C50 -5.953 0.262 -2.910
C51 -3.145 3.807 1.241
C52 -4.298 4.577 1.199
C53 -4.411 5.664 2.051
C54 -3.380 5.968 2.931
C55 -2.229 5.191 2.959
C56 -2.110 4.101 2.110
C57 -2.933 2.917 -1.456
C58 -2.998 4.270 -1.745
C59 -3.030 4.680 -3.071
C60 -2.989 3.740 -4.089
C61 -2.887 2.389 -3.785
C62 -2.855 1.972 -2.466
H21 -2.303 -0.107 2.044
H22 -3.003 -0.437 4.397
H23 -4.378 -2.405 5.017
H24 -4.937 -4.094 3.298
H25 -4.212 -3.781 0.981
H26 -5.492 -2.809 -1.029
H27 -6.015 -4.999 -2.077
H28 -4.177 -6.485 -2.794
H29 -1.824 -5.774 -2.516
H30 -1.316 -3.566 -1.453
H31 -7.301 -1.172 -0.763
H32 -8.925 -2.216 0.796
H33 -8.822 -1.694 3.209
H34 -7.144 -0.097 4.065
H35 -5.516 0.948 2.488
H36 -6.655 2.820 -0.796
H37 -7.836 3.636 -2.829
H38 -7.787 2.292 -4.898
H39 -6.597 0.124 -4.947
H40 -5.399 -0.667 -2.902
H41 -5.093 4.325 0.509
H42 -5.305 6.273 2.030
H43 -3.476 6.814 3.600
H44 -1.426 5.432 3.643
H45 -1.233 3.463 2.108
H46 -2.997 5.006 -0.953
H47 -3.073 5.736 -3.304
H48 -3.013 4.064 -5.122
H49 -2.814 1.660 -4.581
H50 -2.729 0.923 -2.217
C63 1.336 5.015 -2.478
N8 1.347 4.376 -1.171
C64 2.149 4.832 -0.177
C65 2.203 4.232 1.029
C66 1.384 3.076 1.201
N9 0.610 2.635 0.232
C67 0.595 3.201 -0.981
O1 -0.069 2.745 -1.915
N10 1.239 2.477 2.410
H51 1.364 6.097 -2.362
H52 0.427 4.714 -2.990
H53 2.192 4.690 -3.072
H54 2.743 5.705 -0.414
H55 2.848 4.596 1.814
H56 2.039 2.494 3.021
H57 0.778 1.580 2.331



Entry 3:
DFT (the ωB97M-V functional and the def2-TZVPD basis) results for the molecule C5H10NP.

The total charge is 0. The lowest unoccupied orbital energy is -0.13 eV. The energy is -592.5133 Ha. As for the frontier orbital gap: 0.33746 Ha. Its structure (SMILES) is [H]/P=N\[C@H](C)/C=C\C. The calculation puts the energy relative to the best compared isomer or geometry (same formula, charge and spin) at 173.7 kJ/mol. The HOMO energy is -9.32 eV.

CARTESIAN COORDINATES (ANGSTROEM)
C1 0.308 -0.131 0.767
C2 -0.567 -0.711 -0.224
C3 1.077 0.929 0.608
C4 -0.499 -2.333 -0.437
C5 1.288 1.788 -0.598
N1 -1.977 -0.342 -0.045
P1 -2.504 0.913 0.733
H1 -1.418 1.786 1.251
H2 0.385 -0.736 1.825
H3 -0.318 -0.246 -1.210
H4 1.657 1.285 1.358
H5 -1.122 -2.534 -1.356
H6 -0.861 -2.784 0.492
H7 0.487 -2.604 -0.558
H8 1.489 2.760 -0.246
H9 0.356 1.598 -1.272
H10 2.218 1.364 -1.089



Entry 4:
DFT (the ωB97M-V functional and the def2-TZVPD basis) results for a cluster of 2 separate species, C5H13NO2S in total.

The total charge is +1. The lowest unoccupied orbital energy (spin up / spin down) is -3.78 / -8.93 eV. The energy is -801.3547 Ha. As for the frontier orbital gap (spin up / spin down): 0.39181 / 0.16956 Ha. The HOMO energy (spin up / spin down) is -14.45 / -13.55 eV. Its multiplicity is 2.

CARTESIAN COORDINATES (ANGSTROEM)
C1 0.965 -1.208 0.997
N1 0.791 0.212 0.608
C2 -0.356 0.482 -0.240
C3 -1.683 0.715 0.501
S1 -2.679 2.073 -0.102
C4 0.130 1.598 -1.223
O1 -0.184 1.583 -2.368
C5 0.084 -1.684 2.161
H1 0.802 -1.787 0.094
H2 2.026 -1.304 1.242
H3 0.672 0.733 1.475
H4 -0.464 -0.384 -0.865
H5 -2.360 -0.156 0.521
H6 -1.599 0.955 1.574
H7 -2.512 1.873 -1.432
H8 0.903 2.214 -0.768
H9 -0.658 -0.937 2.487
H10 0.676 -1.870 3.029
H11 -0.439 -2.595 1.943
H12 1.311 0.140 -3.509
H13 2.616 -0.098 -2.788
O2 1.958 -0.554 -3.338



Entry 5:
DFT (the ωB97M-V functional and the def2-TZVPD basis) results for a structure of composition C41H51CsN8O6S4.

The total charge is -2. The lowest unoccupied orbital energy is 3.71 eV. The energy is -4095.5099 Ha. As for the frontier orbital gap: 0.19959 Ha. The calculation puts the energy relative to the best compared isomer or geometry (same formula, charge and spin) at 126.9 kJ/mol. The HOMO energy is -1.72 eV.

CARTESIAN COORDINATES (ANGSTROEM)
Cs1 0.428 0.390 -1.134
C1 -1.029 0.468 5.245
C2 -1.760 1.755 5.625
C3 -2.969 1.375 6.490
C4 -0.806 2.634 6.443
C5 -2.237 2.532 4.394
C6 -3.025 3.687 4.574
C7 -3.499 4.420 3.503
C8 -3.191 3.989 2.214
S1 -3.639 4.650 0.686
C9 -2.740 3.345 -0.131
N1 -2.173 2.517 0.681
C10 -2.409 2.854 2.010
C11 -1.922 2.135 3.106
C12 -2.725 3.300 -1.627
C13 -3.252 4.406 -2.313
C14 -3.259 4.430 -3.696
C15 -2.714 3.342 -4.378
C16 -2.193 2.272 -3.661
C17 -2.177 2.166 -2.251
H1 -0.692 -0.037 6.156
H2 -0.159 0.641 4.612
H3 -1.693 -0.217 4.708
H4 -2.639 0.785 7.351
H5 -3.675 0.772 5.913
H6 -3.500 2.252 6.866
H7 -0.484 2.105 7.346
H8 -1.282 3.570 6.746
H9 0.082 2.882 5.856
H10 -3.272 4.017 5.577
H11 -4.103 5.306 3.666
H12 -1.284 1.280 2.912
H13 -3.649 5.265 -1.777
H14 -3.661 5.283 -4.232
H15 -2.685 3.347 -5.466
H16 -1.733 1.479 -4.257
C18 5.922 -3.949 4.404
C19 4.889 -3.092 3.715
C20 3.690 -3.637 3.260
C21 2.739 -2.850 2.623
C22 2.981 -1.494 2.435
C23 4.171 -0.935 2.880
C24 5.113 -1.733 3.515
S2 1.746 -0.471 1.670
O1 0.681 -0.378 2.664
O2 1.327 -1.206 0.477
O3 2.399 0.789 1.369
H17 5.567 -4.973 4.525
H18 6.167 -3.561 5.396
H19 6.852 -3.984 3.831
H20 3.499 -4.695 3.403
H21 1.814 -3.287 2.265
H22 4.345 0.120 2.714
H23 6.045 -1.291 3.857
S3 -3.300 -3.195 -3.630
C25 -2.122 -2.473 -4.552
N2 -1.987 -1.168 -4.802
C26 -0.764 -0.710 -5.474
C27 -0.173 -1.934 -6.180
S4 -0.859 -3.385 -5.335
H24 -2.500 -0.529 -4.206
H25 -0.070 -0.266 -4.762
H26 -1.020 0.060 -6.202
H27 0.912 -1.947 -6.103
H28 -0.466 -1.970 -7.228
C28 -1.082 -2.933 1.366
N3 -1.679 -3.871 2.339
C29 -2.410 -3.064 3.323
N4 -3.457 -2.232 2.713
C30 -2.810 -1.351 1.718
N5 -2.098 -2.116 0.698
C31 -3.039 -3.006 0.023
N6 -3.699 -3.933 0.967
C32 -2.648 -4.710 1.632
C33 -4.371 -3.123 1.991
H29 -0.528 -3.497 0.613
H30 -0.398 -2.276 1.891
H31 -1.699 -2.415 3.837
H32 -2.874 -3.733 4.054
H33 -2.098 -0.703 2.231
H34 -3.567 -0.729 1.238
H35 -2.514 -3.583 -0.738
H36 -3.801 -2.404 -0.474
H37 -2.120 -5.298 0.879
H38 -3.113 -5.393 2.349
H39 -4.851 -3.793 2.709
H40 -5.140 -2.517 1.508
C34 4.967 1.442 -2.541
C35 4.645 2.216 -3.813
C36 3.600 1.557 -4.738
C37 3.372 2.458 -5.955
C38 2.227 1.983 -6.846
C39 4.172 0.228 -5.192
O4 5.074 0.144 -6.010
N7 3.660 -0.869 -4.570
C40 2.395 -0.921 -3.914
O5 1.970 -2.042 -3.654
N8 1.743 0.227 -3.646
C41 2.284 1.437 -3.942
O6 1.755 2.486 -3.588
H41 5.679 2.002 -1.932
H42 5.408 0.465 -2.753
H43 4.076 1.280 -1.931
H44 5.553 2.375 -4.403
H45 4.231 3.192 -3.555
H46 4.303 2.483 -6.525
H47 3.165 3.462 -5.584
H48 2.397 0.957 -7.191
H49 2.131 2.613 -7.733
H50 1.276 2.014 -6.309
H51 4.038 -1.769 -4.830



Entry 6:
DFT (the ωB97M-V functional and the def2-TZVPD basis) results for the molecule C2H5Br.

The total charge is 0. The lowest unoccupied orbital energy is -0.60 eV. The energy is -2653.1620 Ha. As for the frontier orbital gap: 0.33529 Ha. Its structure (SMILES) is CCBr. The calculation puts the energy relative to the best compared isomer or geometry (same formula, charge and spin) at 87.4 kJ/mol. The HOMO energy is -9.73 eV.

CARTESIAN COORDINATES (ANGSTROEM)
C1 0.053 -0.768 -0.162
C2 -0.322 0.486 0.390
Br1 1.003 2.143 -0.831
H1 1.060 -0.890 -0.546
H2 0.034 -1.638 0.619
H3 -0.668 -0.962 -1.025
H4 0.094 0.734 1.446
H5 -1.254 0.895 0.109



Entry 7:
DFT (the ωB97M-V functional and the def2-TZVPD basis) results for the molecule C4H4N2.

The total charge is 0. The lowest unoccupied orbital energy is 0.07 eV. The energy is -264.2522 Ha. As for the frontier orbital gap: 0.36738 Ha. Its structure (SMILES) is c1cnccn1. The calculation puts the energy relative to the best compared isomer or geometry (same formula, charge and spin) at 194.8 kJ/mol. The HOMO energy is -9.92 eV.

CARTESIAN COORDINATES (ANGSTROEM)
C1 -0.210 1.255 -0.099
C2 1.064 0.754 -0.107
C3 0.209 -1.292 -0.006
C4 -1.133 -0.812 -0.217
H1 -0.491 2.282 0.125
H2 1.949 1.418 0.063
H3 0.745 -2.224 0.217
H4 -1.950 -1.390 0.066
N1 1.276 -0.507 -0.071
N2 -1.460 0.517 0.027



Entry 8:
DFT (the ωB97M-V functional and the def2-TZVPD basis) results for the molecule C5H6O.

The total charge is 0. The lowest unoccupied orbital energy is 0.30 eV. The energy is -269.3123 Ha. As for the frontier orbital gap: 0.35882 Ha. Its structure (SMILES) is O=C1C=CCC1. The calculation puts the energy relative to the best compared isomer or geometry (same formula, charge and spin) at 89.0 kJ/mol. The HOMO energy is -9.46 eV.

CARTESIAN COORDINATES (ANGSTROEM)
O1 2.410 -0.615 0.252
C1 1.260 -0.266 0.116
C2 0.051 -1.169 -0.173
C3 -1.089 -0.176 0.066
C4 -0.496 1.145 -0.356
C5 0.765 1.140 0.092
H1 0.050 -2.030 0.498
H2 0.066 -1.551 -1.202
H3 -2.097 -0.405 -0.260
H4 -1.131 -0.035 1.153
H5 -1.062 1.993 -0.737
H6 1.272 1.969 0.552